No. 1
DFT (ωB97M-V with the def2-TZVPD basis set) results for 6 unconnected molecules or ions with the total composition C36H73BrF4N8O8PS2 at a distorted geometry.

Each line ends with the Mulliken charge.
Geometry (Å):
C (1.6118, 2.4425, 5.0159)  -1.6214
C (0.3336, 2.1932, 4.2225)  -0.6388
C (0.6212, 2.0054, 2.7151)  0.0784
F (0.1673, 3.0759, 1.9826)  -0.4743
C (0.1495, 0.6708, 2.1848)  0.2432
N (-1.0493, 0.1964, 2.1467)  0.6774
C (-2.1102, 1.1244, 2.6134)  -1.1430
C (-3.5754, 0.7882, 2.3622)  -1.1459
S (-4.3081, -0.3837, 3.5434)  -0.1876
C (-5.5458, -1.1352, 2.5593)  0.6272
N (-5.8639, -2.3487, 2.5888)  -0.1902
N (-6.8882, -2.4794, 1.6596)  -0.4473
C (-7.0925, -1.3561, 1.1622)  -0.0200
O (-6.2664, -0.4081, 1.6956)  -0.2975
C (-1.0169, -1.1973, 1.6723)  1.1051
O (-0.8185, -2.1050, 2.8081)  -0.2328
C (-1.0851, -1.6072, 3.9622)  0.6977
N (-1.3359, -1.1092, 5.0005)  -0.6413
P (-2.7111, -1.9671, 1.0048)  -0.0073
O (-2.3936, -2.3804, -0.5549)  -0.5950
Br (-3.0161, -3.9418, 2.0640)  -0.1685
C (0.2174, -1.2479, 0.7363)  0.9379
C (1.0349, -2.5765, 0.7476)  -1.4265
C (0.8826, -3.5788, -0.4174)  -1.2977
C (-0.2629, -4.6053, -0.2454)  0.2128
S (0.3680, -6.3217, -0.4662)  -0.2961
C (0.0322, -0.7229, -0.6732)  -2.1336
C (-0.8428, 0.4917, -0.9082)  -1.5756
N (-0.4159, 1.7642, -0.3631)  0.1541
N (-2.2679, 0.3091, -0.5633)  0.1317
N (-0.7809, 0.6829, -2.3992)  -0.4751
C (1.1627, -0.3054, 1.6083)  0.3326
N (1.6213, -0.9756, 2.8756)  -0.3570
C (2.4888, 0.2433, 0.9980)  -2.0409
C (2.5076, 1.4686, 0.0666)  0.2318
C (3.9194, 1.9980, 0.0009)  -0.5915
F (4.1750, 3.0045, 0.8355)  -0.3230
C (4.8393, 1.5475, -0.8273)  0.5374
F (4.7052, 0.3895, -1.4197)  -0.2071
F (5.8984, 2.2471, -1.1171)  -0.2402
H (1.3329, 2.4894, 6.0662)  0.5530
H (2.2867, 1.5921, 4.9503)  0.3941
H (2.1304, 3.3467, 4.7053)  0.3554
H (-0.4633, 2.9109, 4.4037)  0.4661
H (-0.0538, 1.2242, 4.5684)  0.1802
H (1.7043, 2.0807, 2.6457)  0.6204
H (-1.9690, 2.1325, 2.2395)  0.6599
H (-1.9945, 1.2066, 3.6956)  0.4677
H (-3.7395, 0.4805, 1.3353)  0.2588
H (-4.1188, 1.7274, 2.4626)  0.8475
H (-7.8036, -1.0437, 0.4236)  0.4311
H (-2.8124, -3.2316, -0.7476)  0.5195
H (2.1043, -2.3822, 0.7953)  0.5049
H (0.8547, -3.1612, 1.6472)  0.2250
H (0.9067, -3.1469, -1.4165)  0.3447
H (1.7796, -4.1957, -0.3694)  0.7742
H (-1.0365, -4.4918, -0.9925)  0.0381
H (-0.6191, -4.5794, 0.7787)  -0.1286
H (-0.0411, -6.6073, -1.7187)  0.2181
H (-0.3631, -1.4768, -1.3449)  1.4996
H (1.0220, -0.5113, -1.0729)  0.8488
H (0.2631, 2.1463, -1.0090)  0.3590
H (-1.1626, 2.4478, -0.3377)  0.3584
H (-2.6445, -0.3244, -1.2604)  0.1822
H (-2.7793, 1.1711, -0.7230)  0.3892
H (-1.5045, 1.3600, -2.6221)  0.1024
H (-1.0480, -0.1761, -2.8766)  0.1694
H (1.8242, -0.2550, 3.5603)  0.1753
H (2.4803, -1.4777, 2.6940)  0.4448
H (3.0593, -0.5341, 0.4914)  0.3458
H (3.1104, 0.5133, 1.8496)  0.7383
H (2.2510, 1.2568, -0.9699)  0.5082
H (1.9005, 2.3146, 0.3733)  0.2292
C (4.2732, 5.6941, -3.1994)  -1.1450
C (5.0151, 6.5096, -2.1507)  0.3634
C (6.5002, 6.5942, -2.4668)  -1.1995
O (4.8269, 5.9243, -0.8623)  -0.5101
H (4.6545, 4.6688, -3.2290)  0.2347
H (3.2107, 5.6363, -2.9568)  0.2863
H (4.3805, 6.1324, -4.1925)  0.3932
H (4.5932, 7.5140, -2.1018)  0.3074
H (6.9492, 5.5968, -2.4745)  0.2765
H (7.0201, 7.1749, -1.7047)  0.3148
H (6.6733, 7.0597, -3.4381)  0.3882
H (5.1947, 5.0345, -0.8869)  0.2895
C (-4.0767, 3.5734, -5.5180)  -1.3035
C (-3.9023, 3.4826, -4.0116)  0.3114
C (-3.6172, 4.8461, -3.4025)  -1.2813
O (-2.8300, 2.5802, -3.7040)  -0.5260
H (-3.1648, 3.9503, -5.9894)  0.3512
H (-4.2736, 2.5874, -5.9407)  0.2541
H (-4.9016, 4.2357, -5.7806)  0.4251
H (-4.8030, 3.0618, -3.5633)  0.2783
H (-2.6913, 5.2632, -3.8077)  0.3460
H (-3.4872, 4.7649, -2.3218)  0.2953
H (-4.4287, 5.5457, -3.6028)  0.4060
H (-2.0250, 2.9385, -4.0966)  0.2669
C (-3.6800, -7.8382, 1.2501)  -1.0660
C (-3.5456, -8.5180, -0.1045)  0.3281
C (-2.8619, -9.8707, 0.0196)  -1.2664
O (-2.8029, -7.6809, -0.9919)  -0.5025
H (-2.6940, -7.6597, 1.6895)  0.2731
H (-4.1664, -6.8669, 1.1437)  0.1935
H (-4.2639, -8.4458, 1.9429)  0.3899
H (-4.5334, -8.6468, -0.5486)  0.3319
H (-1.8514, -9.7551, 0.4215)  0.2951
H (-2.7670, -10.3420, -0.9592)  0.3269
H (-3.4217, -10.5391, 0.6753)  0.3839
H (-1.9240, -7.5575, -0.6125)  0.2202
C (6.4890, 0.8611, 7.0841)  -1.3624
C (5.6947, 1.3168, 5.8709)  0.4442
C (6.2454, 2.6163, 5.3037)  -1.2632
O (4.3192, 1.4901, 6.2293)  -0.4798
H (6.4345, 1.6069, 7.8815)  0.3573
H (6.0792, -0.0670, 7.4837)  0.3404
H (7.5376, 0.6991, 6.8324)  0.3836
H (5.7219, 0.5413, 5.1032)  0.2240
H (6.1832, 3.4166, 6.0456)  0.3451
H (5.6626, 2.9353, 4.4376)  0.2786
H (7.2869, 2.5058, 5.0002)  0.3972
H (4.2764, 2.1717, 6.9086)  0.3243
C (-3.0368, -1.5321, -7.3940)  -1.4089
C (-2.3003, -0.7571, -6.3134)  0.7788
C (-0.8169, -0.6401, -6.6283)  -1.2899
O (-2.4766, -1.4037, -5.0489)  -0.4691
H (-2.6453, -2.5499, -7.4729)  0.3685
H (-4.0967, -1.6135, -7.1515)  0.3393
H (-2.9379, -1.0468, -8.3655)  0.3857
H (-2.7336, 0.2394, -6.2164)  -0.0613
H (-0.3557, -1.6301, -6.6832)  0.3373
H (-0.3003, -0.0877, -5.8409)  0.2980
H (-0.6527, -0.1288, -7.5774)  0.4067
H (-2.1011, -2.2882, -5.1142)  0.3221

Calculated values
frontier orbital gap	7.38	eV
total charge	+1
E_HOMO	-11.1	eV

No. 2
DFT (ωB97M-V with the def2-TZVPD basis set) results for a molecular structure, C2H2Cl5P at a distorted geometry.

Each line ends with the Mulliken charge.
Geometry (Å):
C (1.4859, 0.4027, 0.3466)  -0.0634
C (-1.3387, 0.1779, -0.2133)  -0.1150
P (-0.0810, -0.3031, 1.0583)  0.2223
Cl (2.8439, -0.4044, 1.0456)  -0.0856
Cl (1.4133, 0.2585, -1.4375)  -0.0654
Cl (-1.5989, 1.8907, 0.2698)  -0.1157
Cl (-2.8557, -0.6301, 0.1997)  -0.1132
Cl (0.1811, -2.7795, -0.7032)  -0.4204
H (1.3169, 1.4870, 0.7514)  0.3319
H (-1.3667, -0.0997, -1.3174)  0.4245

Calculated values
frontier orbital gap	7.00	eV
energy relative to the best compared isomer or geometry (same formula, charge and spin)	229.8	kJ/mol
E_HOMO	-9.9	eV

No. 3
DFT (ωB97M-V with the def2-TZVPD basis set) results for a molecular structure, C16H27Cl2MnO2P2 at a distorted geometry.

Each line ends with the Mulliken spin population.
Geometry (Å):
C (0.3412, -0.1644, -6.5043)  0.0001
C (0.1615, 0.2560, -5.0699)  0.0005
H (1.4193, -0.1905, -6.7030)  0.0000
H (-0.1361, 0.5571, -7.1869)  0.0000
H (-0.0875, -1.1639, -6.6760)  0.0000
O (1.0361, 0.5657, -4.2883)  -0.0007
Cl (-1.5453, 0.2677, -4.5497)  0.0001
Mn (0.0067, 0.0403, 0.5267)  4.3495
P (-0.2926, 2.1608, -0.2187)  -0.0381
C (0.9953, 3.2454, 0.5111)  0.0315
C (-0.2154, 2.6720, -1.9701)  -0.0097
H (-0.3738, 3.7560, -2.0308)  0.0004
H (-1.8208, 4.0485, -0.0411)  0.0019
H (-0.9834, 2.1512, -2.5500)  -0.0003
H (-2.6902, 2.4864, -0.1083)  0.0006
H (1.9687, 2.9814, 0.0849)  -0.0029
H (0.7557, 2.4141, -2.4015)  -0.0022
C (-1.8310, 3.0094, 0.3224)  0.0249
H (0.7604, 4.2917, 0.2809)  0.0013
H (-1.9238, 3.0084, 1.4140)  -0.0056
H (1.0241, 3.1084, 1.5965)  -0.0035
P (-0.0883, -2.1876, 0.0961)  -0.0217
C (1.2909, -3.0443, 0.9611)  0.0347
C (-1.5595, -3.0652, 0.7821)  0.0237
H (-0.7680, -2.5673, -2.2172)  -0.0015
H (-0.0505, -4.0334, -1.4802)  0.0008
H (0.9999, -2.6946, -2.0217)  -0.0025
C (0.0332, -2.9424, -1.5705)  -0.0031
H (-2.4529, -2.6995, 0.2651)  0.0011
H (-1.4601, -4.1456, 0.6035)  0.0025
H (1.1479, -4.1292, 0.8899)  0.0022
H (1.3430, -2.7485, 2.0144)  -0.0077
H (-1.6985, -2.8910, 1.8555)  -0.0051
H (2.2351, -2.7701, 0.4787)  -0.0032
C (1.7754, 0.1751, 0.9412)  -0.0092
O (2.7393, 0.2546, 1.6168)  0.1462
Cl (-0.5145, 2.6804, 3.7076)  -0.0090
C (-0.1381, 1.0741, 4.2059)  -0.0959
C (0.4832, 0.9221, 5.4480)  0.0330
C (0.8412, -0.3652, 5.8974)  -0.1048
C (0.5856, -1.4724, 5.0846)  0.0328
C (-0.0657, -1.3068, 3.8617)  -0.0573
C (-0.4643, -0.0392, 3.3973)  -0.0430
C (-1.2177, 0.0820, 2.0675)  -0.2539
H (0.6936, 1.7862, 6.0651)  -0.0012
H (1.3217, -0.4872, 6.8683)  -0.0025
H (0.8846, -2.4770, 5.4203)  0.0000
H (-0.3062, -2.1906, 3.2579)  -0.0194
H (-1.8567, -0.7944, 1.8518)  -0.0139
H (-1.7700, 1.0240, 1.9643)  0.0302

Calculated values
frontier orbital gap (alpha / beta)	6.05 / 6.55	eV
energy relative to the best compared isomer or geometry (same formula, charge and spin)	0.0	kJ/mol
total charge	+2
<S²>	6.4370
2S+1	5
E_HOMO (alpha / beta)	-15.3 / -15.3	eV

No. 4
DFT (ωB97M-V with the def2-TZVPD basis set) results for 7 unconnected molecules or ions with the total composition C25H53Cl2NO16 at a distorted geometry.

Each line ends with the Mulliken charge.
Geometry (Å):
C (-2.7184, 0.6008, -1.0352)  -0.2679
O (-3.2479, 0.1350, -2.2617)  -0.4159
C (-3.3150, -1.2806, -2.2796)  -0.7649
C (-3.7269, -1.8353, -3.6464)  0.6826
C (-4.9912, -1.1800, -4.1725)  -1.3804
N (-3.9438, -3.2766, -3.4109)  -0.6432
H (-1.6570, 0.3311, -1.0213)  0.0103
H (-3.1388, 0.1013, -0.1547)  0.2221
H (-2.8880, 1.6690, -0.9587)  0.3131
H (-2.3915, -1.7239, -1.8969)  0.4371
H (-4.1060, -1.5441, -1.5626)  0.2796
H (-2.9061, -1.6677, -4.3438)  -0.0215
H (-5.8594, -1.2416, -3.5159)  0.3024
H (-5.1736, -1.3210, -5.2375)  0.3947
H (-4.8524, -0.0844, -4.1642)  0.3379
H (-4.4896, -3.3782, -2.5642)  0.2736
H (-4.4685, -3.6695, -4.1804)  0.2706
C (4.5953, -3.1953, 0.5393)  -1.2744
C (4.6641, -2.3290, -0.6975)  0.2257
O (5.4564, -1.1842, -0.4774)  -0.2885
C (5.9659, -0.5113, -1.4944)  0.8216
O (6.0145, -0.8573, -2.6368)  -0.5647
O (6.4766, 0.6204, -0.9880)  -0.3274
C (6.9249, 1.5610, -1.9564)  -0.6647
H (5.5674, -3.5574, 0.8717)  0.3604
H (3.9787, -4.0668, 0.3198)  0.3818
H (4.1335, -2.6038, 1.3300)  0.2745
H (3.6325, -2.0601, -0.9566)  -0.1376
H (4.9875, -2.8214, -1.6212)  0.4178
H (6.3123, 1.5398, -2.8596)  0.3199
H (7.9308, 1.3131, -2.3027)  0.2833
H (6.8747, 2.5445, -1.5000)  0.2405
C (-0.7345, 5.2555, 4.0580)  -0.8330
C (0.7823, 5.2942, 4.2720)  -0.2772
O (1.2185, 5.1124, 5.6383)  -0.3536
C (1.1198, 3.8957, 6.1246)  0.8397
O (0.6628, 2.9182, 5.5812)  -0.6454
O (1.5699, 3.8855, 7.3677)  -0.3668
C (1.7760, 2.6765, 8.0505)  -0.6826
H (-1.0802, 4.2999, 4.4448)  0.1531
H (-0.8923, 5.2538, 2.9782)  0.2990
H (-1.2635, 6.1080, 4.4723)  0.3988
H (1.1224, 6.3168, 4.1005)  0.3266
H (1.3846, 4.6225, 3.6634)  0.2660
H (1.5402, 1.7597, 7.5151)  0.3263
H (1.2075, 2.6560, 8.9816)  0.2561
H (2.8111, 2.6219, 8.3897)  0.2658
C (-4.4114, -2.1639, 4.3535)  -1.2328
C (-3.3694, -1.4747, 3.4824)  0.1893
O (-2.1542, -2.2334, 3.3918)  -0.3843
C (-1.4176, -2.5639, 4.4402)  0.7774
O (-1.6496, -2.3559, 5.5955)  -0.5910
O (-0.2954, -3.1791, 4.0817)  -0.3740
C (0.2565, -3.0622, 2.7597)  -0.4146
H (-4.0306, -2.5144, 5.3075)  0.3805
H (-4.7863, -3.0323, 3.8019)  0.3467
H (-5.2877, -1.5226, 4.4507)  0.3239
H (-3.1126, -0.5099, 3.9205)  0.2252
H (-3.7226, -1.4593, 2.4577)  0.0636
H (0.0333, -2.0862, 2.3300)  0.1400
H (-0.1085, -3.9259, 2.2066)  0.3104
H (1.3375, -3.0825, 2.8904)  0.2345
C (1.1613, -0.4334, -5.0267)  -0.7373
C (0.5083, -0.4026, -6.3798)  -0.4123
O (0.8966, -1.4770, -7.2302)  -0.3364
C (2.0187, -1.4313, -7.9101)  0.7822
O (2.8787, -0.5995, -7.8670)  -0.5656
O (2.0601, -2.5342, -8.6634)  -0.3388
C (3.1151, -2.6693, -9.5927)  -0.6696
H (0.6749, -1.1940, -4.4189)  0.2321
H (1.0782, 0.5435, -4.5520)  0.3219
H (2.2140, -0.6834, -5.1823)  0.3067
H (0.3740, 0.5521, -6.8879)  0.3694
H (-0.5341, -0.6790, -6.1723)  0.2118
H (2.7837, -3.2338, -10.4572)  0.2408
H (3.9955, -3.1359, -9.1487)  0.2733
H (3.4522, -1.6777, -9.9039)  0.3252
C (-1.2621, 2.1038, 2.2533)  -0.3870
C (0.2181, 2.0090, 2.5687)  -0.1505
O (0.7549, 0.8625, 1.9207)  -0.3571
C (0.9703, 0.9132, 0.6096)  0.6491
O (1.0718, 1.9168, -0.0435)  -0.6255
O (1.0235, -0.3342, 0.1825)  -0.0761
C (1.2598, -0.6441, -1.1729)  -0.9272
H (-1.7493, 1.1271, 2.3813)  0.0765
H (-1.4141, 2.4077, 1.2186)  0.3552
H (-1.8696, 2.6230, 2.9924)  -0.2022
H (0.3766, 1.9953, 3.6436)  0.4629
H (0.7177, 2.9206, 2.2320)  0.1371
H (0.6562, -0.1290, -1.9167)  0.2656
H (1.3145, -1.7178, -1.3263)  0.4172
H (2.2893, -0.3431, -1.4008)  0.2881
Cl (-5.5875, 0.6333, 2.3182)  -0.0932
C (-5.9951, 2.2140, 3.0049)  -0.4356
Cl (-4.4968, 3.0788, 3.4018)  -0.0922
H (-6.5549, 2.8558, 2.3355)  0.3321
H (-6.5473, 2.0257, 3.9182)  0.2931

Calculated values
frontier orbital gap	9.87	eV
SMILES	COC[C@H](C)N.CCOC(=O)OC.CCOC(=O)OC.CCOC(=O)OC.CCOC(=O)OC.CCOC(=O)OC.ClCCl
E_HOMO	-9.5	eV

No. 5
DFT (ωB97M-V with the def2-TZVPD basis set) results for 10 unconnected molecules or ions with the total composition H20O10 at a distorted geometry.

Each line ends with the Mulliken charge.
Geometry (Å):
O (0.8559, 0.4607, -0.5129)  -0.6284
H (0.7016, -0.5042, -0.8027)  0.3339
H (0.1292, 0.6142, 0.0865)  0.2877
O (-3.1300, -0.0767, 2.4165)  -0.6252
H (-3.9428, 0.4524, 2.0519)  0.3250
H (-3.2453, -1.0028, 2.1707)  0.3096
O (-3.5518, -3.0720, 0.3277)  -0.6255
H (-2.8260, -2.5677, 0.6397)  0.2777
H (-4.2441, -2.5151, -0.1857)  0.3398
O (2.5326, 4.0001, -3.0560)  -0.6314
H (2.7746, 3.1021, -2.8526)  0.4267
H (1.6310, 3.9842, -2.8492)  0.2733
O (2.7988, 1.3171, -1.9475)  -0.6819
H (1.9259, 1.7629, -1.8583)  0.3156
H (3.0947, 1.0740, -1.0833)  0.3099
O (-3.2820, 2.4440, -0.8160)  -0.6338
H (-3.5476, 2.0918, -1.7430)  0.3295
H (-2.6625, 3.1699, -0.8668)  0.3062
O (0.3978, -1.8861, 0.7790)  -0.5309
H (0.4231, -1.2571, 1.4356)  0.2370
H (-0.5067, -1.8968, 0.4067)  0.2979
O (3.1064, -2.8916, 2.0744)  -0.6268
H (2.1983, -3.1016, 2.3168)  0.3197
H (3.0241, -2.2267, 1.3861)  0.3199
O (0.4150, -2.4222, -1.3172)  -0.7234
H (1.3053, -2.0675, -1.6446)  0.3407
H (0.7419, -3.1371, -0.7582)  0.3628
O (0.0978, 2.0639, 2.0379)  -0.6166
H (0.7710, 1.6418, 2.5831)  0.3144
H (0.3303, 2.8857, 1.6804)  0.2965

Calculated values
frontier orbital gap	10.88	eV
energy relative to the best compared isomer or geometry (same formula, charge and spin)	488.2	kJ/mol
SMILES	O.O.O.O.O.O.O.O.O.O
E_HOMO	-11.1	eV

no.,electronic energy (hartree)
1,-6566.31084
2,-2719.62441
3,-3529.82085
4,-3163.31396
5,-764.29596